29
Properties=species:S:1:pos:R:3:forces:R:3:mulliken_charge:R:1 method="wB97M-V/def2-TZVPD" total_charge=0 de_lowest_kcal_mol=92.4 total_energy_ha=-1017.51219 lumo_energy_ev="0.12 / 0.76" homo_ev="-7.94 / -7.32" orbital_gap_ev="8.059 / 8.090"
C -0.88494 1.61105 2.84978 -0.15 -0.29 -2.84 -0.764
C -1.88795 0.61547 2.27248 -3.21 0.97 0.61 -0.484
C 0.04911 1.82421 1.61510 1.97 1.39 1.06 -0.701
C -1.20015 -0.25629 1.32520 1.95 -1.45 -1.28 -0.933
C -0.10141 0.65989 0.63931 -2.73 0.53 0.07 0.050
C 1.08265 -1.28814 -3.83023 -2.06 0.36 -1.32 -1.007
C 1.58409 -1.97572 -2.62718 3.65 -0.08 0.47 0.252
C 1.78905 0.15381 -0.80275 0.61 -2.00 2.52 -0.500
N 1.16120 0.07237 0.46289 1.13 -1.40 -1.99 -0.084
O 3.47681 -1.56341 0.29094 0.72 2.99 0.05 -0.554
O 4.15607 0.01702 -1.83958 0.71 -0.71 -1.65 -0.525
F 0.94492 -3.06028 -2.15846 -0.79 0.00 -0.06 -0.297
S 3.53720 0.00318 -0.54717 -0.64 -0.30 2.74 0.477
H -1.41623 2.50984 3.03026 -0.24 0.91 0.72 0.281
H -0.41863 1.24033 3.70866 0.90 -0.46 1.28 0.374
H -2.40587 0.01218 3.06954 0.24 0.72 -0.77 0.383
H -2.65439 1.19818 1.69319 0.25 -0.33 0.78 0.262
H -0.18484 2.76485 1.12306 -0.37 0.13 -0.03 0.253
H 1.18806 1.98364 1.84598 -2.11 -0.53 -0.05 0.275
H -0.67550 -0.88487 2.03574 0.69 -0.91 -0.35 0.323
H -1.77155 -0.93733 0.60823 0.56 1.19 1.03 0.328
H -0.56783 1.03322 -0.33856 1.07 -0.61 1.09 0.392
H -0.05290 -1.10422 -3.92622 1.54 -0.48 0.77 0.288
H 1.51250 -0.26491 -3.96251 0.16 -1.14 0.05 0.265
H 1.28509 -1.97368 -4.69123 0.14 0.80 0.19 0.310
H 2.74700 -2.27910 -2.69683 -2.54 1.08 0.26 0.181
H 1.55576 0.96081 -1.45658 -0.50 0.49 -0.35 0.498
H 3.24588 -2.16010 -0.38403 -0.76 -1.70 -1.51 0.325
H 1.48068 -0.60420 1.19777 -0.22 0.84 -1.49 0.328